1.
Density functional theory data (ωB97M-V with the def2-TZVPD basis set) for a cluster of 5 separate species, C44H87BrClN2O2 in total at a distorted geometry.

The geometry in XYZ format:
```
137
Properties=species:S:1:pos:R:3
C 0.88 -3.96 4.31
C 1.21 -4.37 2.86
C 1.08 -3.20 1.89
C -0.38 -2.87 1.47
C -1.10 -4.08 0.87
C -0.28 -1.65 0.59
C -0.37 -0.41 1.22
C -0.24 0.78 0.56
C -0.34 2.07 1.33
C -1.77 2.68 1.38
C -2.77 2.17 0.32
C -3.63 1.05 0.86
O -4.28 1.18 1.86
O -3.64 -0.12 0.13
N -0.01 0.76 -0.78
C 0.19 2.04 -1.48
C 1.65 2.56 -1.39
C 1.72 4.05 -0.99
Br 2.54 2.31 -3.11
C 0.09 -0.42 -1.44
Cl 0.41 -0.41 -3.11
C -0.05 -1.65 -0.80
N 0.10 -2.81 -1.55
C -0.77 -3.14 -2.42
C -0.31 -3.82 -3.68
C -2.24 -2.91 -2.30
H 1.57 -3.16 4.57
H -0.16 -3.63 4.43
H 1.14 -4.79 4.96
H 2.27 -4.65 2.87
H 0.67 -5.25 2.55
H 1.62 -3.40 0.96
H 1.50 -2.29 2.33
H -0.95 -2.56 2.35
H -0.52 -4.54 0.08
H -1.17 -4.83 1.66
H -2.12 -3.86 0.57
H -0.52 -0.41 2.29
H -0.02 1.85 2.34
H 0.37 2.79 0.92
H -1.66 3.75 1.22
H -2.19 2.56 2.37
H -3.46 2.99 0.12
H -2.32 1.90 -0.63
H -4.48 -0.21 -0.34
H -0.46 2.80 -1.05
H -0.08 1.96 -2.53
H 2.22 1.99 -0.66
H 2.41 4.19 -0.16
H 2.10 4.65 -1.81
H 0.75 4.44 -0.69
H -0.61 -3.15 -4.50
H -0.78 -4.79 -3.84
H 0.77 -3.90 -3.66
H -2.48 -2.14 -1.56
H -2.68 -3.84 -1.93
H -2.70 -2.66 -3.26
C -0.22 -3.25 -10.39
C 0.55 -3.31 -9.08
C -0.32 -3.00 -7.86
C -0.92 -1.60 -7.83
C 0.09 -0.46 -7.90
C 1.06 -0.44 -6.72
H -0.61 -2.24 -10.59
H 0.43 -3.51 -11.23
H -1.06 -3.94 -10.39
H 1.40 -2.63 -9.11
H 0.96 -4.32 -8.96
H 0.28 -3.16 -6.95
H -1.14 -3.73 -7.81
H -1.51 -1.49 -6.91
H -1.63 -1.49 -8.65
H -0.45 0.49 -7.93
H 0.66 -0.51 -8.84
H 0.51 -0.36 -5.78
H 1.74 0.41 -6.79
H 1.67 -1.34 -6.69
C -5.54 4.22 -6.28
C -4.18 4.86 -6.53
C -3.50 4.35 -7.80
C -3.18 2.86 -7.82
C -2.29 2.38 -6.66
C -0.91 3.03 -6.65
H -5.46 3.14 -6.13
H -6.01 4.64 -5.39
H -6.22 4.39 -7.12
H -3.53 4.70 -5.67
H -4.31 5.94 -6.62
H -2.58 4.93 -7.96
H -4.14 4.58 -8.66
H -2.69 2.62 -8.76
H -4.11 2.29 -7.81
H -2.18 1.30 -6.75
H -2.79 2.56 -5.71
H -0.38 2.84 -7.59
H -0.31 2.62 -5.83
H -0.97 4.11 -6.51
C 1.57 4.74 3.18
C 2.40 3.73 3.98
C 1.69 3.23 5.23
C 1.37 4.31 6.27
C 2.57 5.10 6.77
C 3.61 4.23 7.49
H 1.37 5.65 3.74
H 2.10 5.03 2.27
H 0.61 4.30 2.88
H 3.36 4.18 4.24
H 2.62 2.87 3.34
H 2.30 2.45 5.70
H 0.75 2.74 4.94
H 0.87 3.83 7.12
H 0.64 5.01 5.85
H 2.22 5.87 7.46
H 3.05 5.63 5.95
H 3.16 3.72 8.34
H 4.43 4.84 7.87
H 4.04 3.48 6.83
C -0.19 -3.92 8.80
C 1.06 -3.10 8.49
C 2.31 -3.95 8.29
C 2.74 -4.78 9.50
C 3.02 -3.97 10.76
C 4.16 -2.97 10.61
H -0.09 -4.47 9.73
H -1.06 -3.27 8.89
H -0.39 -4.64 8.00
H 1.23 -2.37 9.29
H 0.89 -2.52 7.58
H 3.14 -3.31 7.98
H 2.14 -4.64 7.45
H 3.65 -5.34 9.23
H 1.98 -5.53 9.72
H 3.27 -4.67 11.57
H 2.11 -3.45 11.08
H 5.08 -3.48 10.32
H 4.34 -2.45 11.55
H 3.94 -2.21 9.85
```

For the highest occupied orbital energy, the calculation gives -11.8888 eV. For the total energy, the calculation gives -136674.741 eV. The total charge is +1.

Atom charges from the Löwdin analysis, given in e for atoms 1 to 2:
1 C -0.095
2 C -0.248

---

2.
Density functional theory data (ωB97M-V with the def2-TZVPD basis set) for a cluster of 13 separate species, C44H88Cl8O27 in total at a distorted geometry.

The geometry in XYZ format:
```
167
Properties=species:S:1:pos:R:3
Cl -16.31 -10.05 5.01
C -14.62 -9.86 4.52
C -14.48 -9.37 3.08
Cl -15.17 -7.71 3.01
H -14.05 -10.78 4.62
H -14.14 -9.15 5.19
H -15.12 -9.95 2.42
H -13.45 -9.38 2.72
Cl -11.30 -12.95 9.08
C -10.80 -14.35 8.08
C -11.62 -14.27 6.77
Cl -11.20 -12.76 5.94
H -11.07 -15.19 8.72
H -9.72 -14.42 8.00
H -12.68 -14.41 6.94
H -11.32 -15.13 6.18
Cl -0.77 -7.57 9.17
C -1.79 -8.10 10.54
C -2.99 -8.83 10.01
Cl -4.07 -7.83 8.99
H -2.08 -7.25 11.16
H -1.21 -8.74 11.20
H -3.59 -9.32 10.77
H -2.66 -9.62 9.34
Cl -13.23 -12.07 -0.16
C -11.72 -11.33 0.37
C -10.98 -12.31 1.28
Cl -9.52 -11.56 1.99
H -11.85 -10.33 0.78
H -11.13 -11.11 -0.52
H -10.55 -13.13 0.71
H -11.49 -12.77 2.12
C -4.30 -6.85 2.11
C -2.82 -7.08 1.88
O -2.13 -6.13 2.70
C -0.81 -5.96 2.50
O -0.22 -6.36 1.53
O -0.30 -5.29 3.51
C 1.12 -5.32 3.61
H -4.64 -5.82 2.02
H -4.61 -7.19 3.10
H -4.83 -7.44 1.36
H -2.61 -6.82 0.85
H -2.56 -8.13 2.05
H 1.37 -5.07 4.63
H 1.57 -4.56 2.97
H 1.51 -6.29 3.32
C -9.31 -8.75 10.19
C -8.01 -8.02 9.93
O -7.97 -6.78 10.64
C -8.59 -5.73 10.14
O -9.43 -5.77 9.27
O -8.21 -4.65 10.81
C -8.93 -3.47 10.49
H -9.32 -9.68 9.61
H -10.14 -8.08 9.96
H -9.29 -9.07 11.23
H -7.81 -7.89 8.86
H -7.12 -8.57 10.24
H -8.35 -2.62 10.82
H -9.94 -3.45 10.90
H -9.15 -3.39 9.42
C -9.08 -4.69 6.14
C -9.42 -5.35 4.82
O -9.05 -4.59 3.66
C -7.78 -4.34 3.39
O -6.85 -4.66 4.08
O -7.74 -3.74 2.20
C -6.44 -3.37 1.73
H -8.02 -4.47 6.23
H -9.37 -5.34 6.98
H -9.60 -3.74 6.22
H -10.49 -5.46 4.69
H -8.93 -6.32 4.76
H -5.92 -2.78 2.48
H -6.65 -2.74 0.87
H -5.92 -4.29 1.46
C -2.89 -13.65 -0.85
C -4.39 -13.57 -1.02
O -5.14 -13.26 0.14
C -5.24 -12.00 0.52
O -4.98 -11.03 -0.15
O -5.59 -11.97 1.80
C -5.84 -10.70 2.40
H -2.38 -13.94 -1.77
H -2.64 -14.46 -0.15
H -2.36 -12.74 -0.54
H -4.72 -14.56 -1.35
H -4.59 -12.84 -1.80
H -6.82 -10.38 2.04
H -5.09 -9.94 2.22
H -5.88 -10.82 3.48
C -7.95 -8.26 0.93
C -8.75 -7.02 1.24
O -9.76 -6.87 0.25
C -11.03 -7.13 0.49
O -11.49 -7.42 1.58
O -11.73 -7.01 -0.60
C -13.12 -7.30 -0.60
H -7.60 -8.31 -0.10
H -8.58 -9.15 1.01
H -7.12 -8.38 1.62
H -8.14 -6.12 1.20
H -9.17 -7.08 2.25
H -13.44 -7.23 -1.63
H -13.66 -6.61 0.05
H -13.35 -8.29 -0.20
C -10.77 -8.82 4.41
C -9.73 -9.69 5.12
O -8.90 -8.88 5.93
C -7.75 -8.40 5.41
O -7.27 -8.76 4.37
O -7.19 -7.61 6.29
C -5.86 -7.21 6.01
H -11.53 -9.39 3.87
H -10.27 -8.17 3.70
H -11.35 -8.20 5.10
H -9.19 -10.21 4.34
H -10.28 -10.38 5.76
H -5.82 -6.68 5.05
H -5.15 -8.04 6.03
H -5.58 -6.52 6.80
C -3.13 -4.56 6.74
C -3.27 -4.49 8.25
O -3.38 -3.13 8.64
C -3.44 -2.83 9.92
O -3.35 -3.62 10.82
O -3.56 -1.50 10.03
C -3.21 -0.93 11.28
H -3.37 -5.57 6.43
H -2.22 -4.26 6.23
H -3.85 -3.87 6.28
H -2.51 -5.08 8.77
H -4.20 -4.98 8.54
H -3.42 0.14 11.24
H -2.15 -1.08 11.48
H -3.83 -1.38 12.05
C -17.89 -7.55 8.46
C -16.52 -7.06 8.04
O -15.51 -7.94 8.50
C -14.36 -7.94 7.83
O -14.09 -7.27 6.87
O -13.59 -8.88 8.35
C -12.31 -9.09 7.78
H -18.70 -6.89 8.16
H -17.94 -7.71 9.54
H -18.07 -8.51 7.97
H -16.30 -6.05 8.41
H -16.47 -7.02 6.95
H -12.41 -9.31 6.71
H -11.96 -10.05 8.18
H -11.59 -8.32 8.03
C -3.64 -11.09 5.59
C -2.97 -12.28 4.94
O -1.69 -11.89 4.45
C -0.90 -12.79 3.92
O -1.20 -13.94 3.71
O 0.28 -12.24 3.69
C 1.33 -13.00 3.17
H -3.26 -10.92 6.60
H -4.70 -11.27 5.74
H -3.66 -10.15 5.03
H -3.64 -12.65 4.16
H -2.82 -13.06 5.68
H 1.32 -12.95 2.07
H 1.31 -14.05 3.45
H 2.28 -12.51 3.39
```

For the highest occupied orbital energy, the calculation gives -10.3890 eV. For the total energy, the calculation gives -202518.969 eV. The calculation puts the relative energy (zero: lowest compared OMol25 entry of this formula, charge and spin) at 0.00 kcal/mol. The total charge is 0.

Atom charges from the Löwdin analysis, given in e for atoms 1 to 2:
1 Cl 0.576
2 C -0.691

---

3.
Density functional theory data (ωB97M-V with the def2-TZVPD basis set) for a structure of composition C44H88O48S6 at a distorted geometry.

The geometry in XYZ format:
```
186
Properties=species:S:1:pos:R:3
C -1.22 2.91 -1.54
C -1.92 1.61 -1.01
O -0.97 0.53 -0.78
C -0.49 0.41 0.48
O -0.52 1.26 1.33
O 0.14 -0.75 0.71
C 0.30 -1.85 -0.22
H -1.78 3.83 -1.32
H -0.95 2.83 -2.59
H -0.26 2.99 -1.05
H -2.75 1.31 -1.65
H -2.52 1.85 -0.14
H 1.18 -2.42 0.09
H 0.48 -1.42 -1.21
H -0.53 -2.54 -0.29
C -1.58 -4.50 -2.35
C -1.03 -5.47 -1.33
O -1.95 -6.51 -1.05
C -1.90 -7.57 -1.82
O -1.18 -7.68 -2.79
O -2.73 -8.44 -1.44
C -3.15 -9.44 -2.21
H -1.24 -4.78 -3.34
H -1.54 -3.44 -2.09
H -2.60 -4.89 -2.37
H -0.79 -4.99 -0.38
H -0.06 -5.88 -1.61
H -3.83 -9.04 -2.96
H -3.80 -10.18 -1.76
H -2.34 -9.96 -2.72
C -1.11 -0.75 3.94
C -0.06 0.31 4.37
O -0.34 0.58 5.73
C 0.64 0.49 6.62
O 1.74 -0.05 6.45
O 0.21 0.96 7.78
C 1.19 0.97 8.93
H -2.14 -0.42 3.86
H -1.10 -1.62 4.61
H -0.68 -1.12 3.02
H -0.15 1.25 3.83
H 0.93 -0.13 4.25
H 2.19 1.10 8.50
H 1.13 0.02 9.47
H 1.10 1.70 9.73
C 6.34 4.58 -3.03
C 6.81 3.35 -2.13
O 5.92 2.37 -2.23
C 4.73 2.51 -1.58
O 4.40 3.35 -0.71
O 4.00 1.37 -1.93
C 2.80 1.12 -1.22
H 5.26 4.70 -2.98
H 6.64 4.56 -4.07
H 6.84 5.52 -2.80
H 6.94 3.65 -1.09
H 7.78 2.91 -2.39
H 2.18 0.42 -1.78
H 2.21 2.03 -1.15
H 3.04 0.58 -0.30
C -0.47 4.65 2.72
C -1.77 5.35 2.44
O -1.57 6.78 2.31
C -2.64 7.64 2.17
O -3.74 7.34 1.94
O -2.16 8.83 2.08
C -3.10 9.88 1.80
H -0.31 5.06 3.72
H 0.33 4.70 1.98
H -0.55 3.58 2.90
H -2.53 5.15 3.20
H -2.07 5.12 1.42
H -2.57 10.77 1.44
H -3.60 10.05 2.76
H -3.77 9.50 1.04
C 4.73 -2.91 0.18
C 6.14 -2.47 0.08
O 7.04 -3.58 0.21
C 7.34 -4.36 -0.80
O 6.87 -4.43 -1.89
O 8.46 -5.05 -0.49
C 9.03 -6.09 -1.38
H 4.60 -3.48 1.10
H 4.61 -3.56 -0.69
H 3.96 -2.16 0.05
H 6.38 -1.82 0.92
H 6.40 -1.96 -0.85
H 8.40 -6.95 -1.58
H 10.06 -6.36 -1.17
H 9.18 -5.53 -2.31
C 0.01 6.61 -6.33
C -0.73 6.11 -5.05
O -0.76 4.66 -4.97
C -1.36 3.91 -5.80
O -1.91 4.27 -6.87
O -1.44 2.67 -5.34
C -2.26 1.77 -6.08
H -0.39 6.30 -7.29
H 1.09 6.42 -6.38
H 0.00 7.70 -6.37
H -1.77 6.44 -4.97
H -0.36 6.50 -4.10
H -1.70 1.34 -6.91
H -3.22 2.09 -6.48
H -2.62 0.94 -5.47
C 3.71 2.62 2.81
C 3.08 1.26 2.61
O 4.10 0.29 2.41
C 4.74 -0.32 3.37
O 4.66 0.01 4.57
O 5.25 -1.38 3.05
C 6.25 -2.04 3.92
H 4.58 2.48 3.45
H 3.08 3.25 3.45
H 4.03 3.15 1.92
H 2.41 1.37 1.76
H 2.52 0.86 3.45
H 6.96 -1.35 4.39
H 6.89 -2.73 3.37
H 5.88 -2.83 4.57
C -6.50 3.63 -3.56
C -5.13 3.13 -3.77
O -5.42 1.79 -4.23
S -6.58 1.93 -5.40
O -7.53 0.78 -5.30
O -6.02 2.26 -6.74
O -7.25 3.19 -4.67
H -6.54 4.72 -3.49
H -7.03 3.23 -2.69
H -4.55 3.04 -2.86
H -4.51 3.63 -4.52
C 1.89 -4.23 5.26
C 2.58 -3.01 4.67
O 2.49 -3.05 3.27
S 2.11 -4.52 2.72
O 3.22 -5.48 2.56
O 1.19 -4.41 1.60
O 1.24 -4.78 4.13
H 1.23 -3.88 6.05
H 2.61 -4.96 5.63
H 3.61 -3.07 5.01
H 2.16 -2.11 5.10
C -4.76 1.25 3.23
C -3.52 1.88 2.69
O -4.04 2.92 1.85
S -5.27 3.72 2.67
O -6.20 4.34 1.74
O -4.75 4.43 3.81
O -5.75 2.24 3.18
H -4.60 1.02 4.29
H -5.30 0.49 2.67
H -2.84 1.14 2.28
H -2.94 2.35 3.49
C -5.66 -0.90 -1.66
C -7.17 -0.81 -1.89
O -7.54 0.39 -1.34
S -6.62 0.79 -0.04
O -7.30 0.57 1.19
O -5.98 2.10 -0.22
O -5.57 -0.46 -0.31
H -5.08 -0.22 -2.28
H -5.31 -1.93 -1.78
H -7.86 -1.56 -1.48
H -7.36 -0.74 -2.96
C 4.09 -2.81 -4.62
C 3.48 -1.85 -3.57
O 2.20 -2.47 -3.36
S 2.08 -3.97 -3.91
O 1.18 -3.99 -5.07
O 1.73 -4.82 -2.77
O 3.61 -4.10 -4.36
H 5.18 -2.80 -4.61
H 3.77 -2.40 -5.58
H 3.36 -0.87 -4.02
H 4.09 -1.75 -2.67
C -2.12 -5.20 2.03
C -3.55 -5.35 1.80
O -4.02 -4.04 1.94
S -2.97 -2.92 1.22
O -3.03 -1.73 1.99
O -3.17 -2.90 -0.24
O -1.74 -3.88 1.64
H -1.60 -6.03 1.57
H -1.83 -5.35 3.07
H -4.05 -6.00 2.53
H -3.80 -5.72 0.81
```

For the highest occupied orbital energy, the calculation gives -10.1382 eV. For the total energy, the calculation gives -210334.419 eV. The calculation puts the relative energy (zero: lowest compared OMol25 entry of this formula, charge and spin) at 0.00 kcal/mol. The total charge is 0.

Atom charges from the Löwdin analysis, given in e for atoms 1 to 2:
1 C -0.026
2 C -0.162